*i*
Here is C6H9NO in the gas phase from OMol25. Energies are from the ωB97M-V functional and the def2-TZVPD basis.

Element x y z (Å)
C  1.459  -0.740  -0.426
N  1.369  0.706  -0.312
C  0.129  1.085  0.324
C  -1.076  1.063  -0.694
C  -1.519  -0.259  -0.066
O  -0.880  -1.410  -0.618
C  0.228  -1.311  0.320
C  -0.436  -0.122  1.023
H  1.325  -1.022  -1.471
H  2.411  -1.089  -0.053
H  2.111  1.091  0.269
H  0.265  2.008  0.886
H  -0.709  0.985  -1.716
H  -1.804  1.892  -0.583
H  -2.541  -0.518  0.152
H  0.311  -2.267  0.870
H  -0.643  -0.090  2.096

As for the SMILES: C1N[C@H]2C[C@H]3O[C@@H]1[C@@H]23. As for the spin multiplicity: 1.

Here are the Mulliken charges for atoms 1 to 8, given in e:
1 C -0.856
2 N -0.533
3 C 0.004
4 C -1.110
5 C 0.045
6 O -0.499
7 C 0.130
8 C -0.529

***

*ii*
Here is C6H9NO in the gas phase from OMol25. Energies are from the ωB97M-V functional and the def2-TZVPD basis.

Element x y z (Å)
C  1.475  0.178  -1.540
C  0.464  -0.670  -1.646
C  -0.766  -0.061  -1.302
C  -0.708  0.803  -0.331
C  -0.148  0.468  1.014
C  -0.972  -0.690  1.566
N  1.225  0.397  1.249
O  1.762  -0.351  1.986
H  2.559  -0.023  -1.741
H  1.472  1.495  -1.681
H  0.575  -1.692  -1.982
H  -1.583  0.068  -1.912
H  -1.459  1.704  -0.245
H  -0.411  1.379  1.628
H  -0.553  -1.075  2.590
H  -0.810  -1.608  0.854
H  -2.123  -0.322  1.493

As for the SMILES: C=C/C=C\[C@@H](C)N=O. As for the spin multiplicity: 1.

Here are the Mulliken charges for atoms 1 to 8, given in e:
1 C -0.641
2 C -0.265
3 C -0.314
4 C -0.559
5 C 0.459
6 C -0.926
7 N 0.057
8 O -0.416

***

*iii*
Here is 2 unconnected molecules or ions with the total composition C6H9NO from OMol25. Energies are from the ωB97M-V functional and the def2-TZVPD basis.

Element x y z (Å)
C  -3.152  0.094  -0.071
C  -2.306  1.188  -0.118
C  -0.875  0.996  -0.045
N  -0.128  -0.130  -0.130
C  -0.939  -1.199  -0.208
C  -2.403  -1.097  0.144
H  -4.343  0.200  -0.254
H  -2.523  2.206  -0.473
H  -0.222  1.935  0.062
H  -0.522  -2.184  -0.147
H  -3.232  -1.944  0.193
C  3.713  0.130  0.432
O  3.064  -0.136  -0.776
H  4.858  0.542  0.156
H  3.250  0.857  1.024
H  3.771  -0.967  0.881
H  1.990  -0.490  -0.669

As for the SMILES: c1ccncc1.CO. As for the spin multiplicity: 1.

Here are the Mulliken charges for atoms 1 to 8, given in e:
1 C -0.091
2 C -0.403
3 C -0.111
4 N -0.288
5 C -0.164
6 C -0.464
7 H 0.273
8 H 0.305

***

Stability comparison, relative energies in kcal/mol: *i* 0.0; *ii* 108.5; *iii* 34.9